A 2-piece molecular cluster, C2H8N3O overall, computed with the ωB97M-V functional and the def2-TZVPD basis.

Summary:
E_tot = -320.517767 Ha
ΔE to the lowest compared entry with this formula, charge and spin = 43.1 kJ/mol
LUMO = 4.179 eV
Maximum force = 0.77 eV/Å
Gap between HOMO and LUMO = 7.97 eV
Total charge = -1

Each line ends with the natural charge from an NBO analysis.
CARTESIAN COORDINATES (ANGSTROEM)
N 1.180 2.580 1.422  -0.884
C 0.234 1.765 0.623  0.124
O 0.314 0.435 0.867  -0.898
H 2.092 2.149 1.314  0.333
H 0.948 2.403 2.395  0.332
H -0.768 2.173 0.854  0.094
H 0.448 2.026 -0.434  0.090
N 0.170 -1.296 -0.971  -0.863
C -0.813 -2.190 -1.146  0.278
N -1.926 -2.214 -0.488  -0.804
H 0.982 -1.443 -1.538  0.342
H 0.218 -0.493 -0.082  0.468
H -0.602 -2.907 -1.958  0.087
H -2.477 -2.988 -0.858  0.301